Entry 1:
{
  "formula": "C5H13NO2",
  "method": "wB97M-V/def2-TZVPD",
  "symbols": ["C", "N", "C", "C", "C", "C", "H", "H", "H", "H", "H", "H", "H", "H", "H", "O", "H", "H", "O", "H", "H"],
  "coordinates": [[-0.010, -2.134, 1.915], [0.063, -1.978, 0.662], [0.310, -0.812, -0.089], [1.543, -0.517, -0.508], [1.678, 0.552, -1.553], [0.489, 0.708, -2.549], [-0.369, -3.071, 2.252], [0.578, -1.605, 2.635], [-0.615, -0.346, -0.378], [2.454, -0.962, -0.123], [1.779, 1.475, -0.946], [2.586, 0.447, -2.171], [0.251, -0.291, -2.895], [0.875, 1.179, -3.450], [-0.392, 1.194, -2.157], [0.408, 1.981, 2.585], [-0.354, 1.519, 3.128], [0.842, 1.228, 2.104], [-3.503, 0.966, -0.574], [-4.443, 1.184, -0.583], [-3.147, 1.233, -1.428]],
  "mulliken_charge": [-0.2712, -0.3838, -0.0619, -0.4152, -0.2893, -1.1760, 0.2792, 0.2526, 0.2104, 0.3291, 0.2041, 0.3610, 0.3542, 0.3748, 0.2362, -0.6635, 0.3302, 0.3314, -0.6217, 0.3132, 0.3061],
  "smiles": "C=N/C=C/CC.O.O",
  "homo_energy_ev": -8.391,
  "relative_energy_kcal_mol": 76.56,
  "lumo_energy_ha": 0.02297,
  "total_charge": 0,
  "e_tot_ev": -10978.559
}

Entry 2:
{
  "formula": "C17H26N4O3",
  "method": "wB97M-V/def2-TZVPD",
  "symbols": ["C", "C", "C", "C", "C", "C", "C", "C", "C", "N", "C", "N", "N", "C", "C", "C", "C", "C", "O", "C", "O", "N", "C", "O", "H", "H", "H", "H", "H", "H", "H", "H", "H", "H", "H", "H", "H", "H", "H", "H", "H", "H", "H", "H", "H", "H", "H", "H", "H", "H"],
  "coordinates": [[-3.240, -2.726, 0.916], [-4.166, -2.257, 2.032], [-3.418, -1.668, 3.231], [-2.552, -0.451, 2.911], [-3.351, 0.739, 2.387], [-2.464, 1.976, 2.193], [-1.324, 1.720, 1.252], [-1.453, 1.614, -0.102], [-2.749, 1.764, -0.834], [-0.392, 1.351, -0.923], [0.770, 1.199, -0.369], [1.841, 0.924, -1.186], [1.693, 0.840, -2.548], [2.874, 0.441, -3.088], [2.992, 0.200, -4.547], [3.815, 0.361, -2.099], [5.249, -0.045, -2.164], [5.394, -1.560, -1.945], [4.668, -2.019, -0.835], [3.171, 0.648, -0.846], [3.599, 0.679, 0.300], [1.006, 1.289, 0.953], [-0.017, 1.563, 1.869], [0.239, 1.652, 3.051], [-3.810, -3.229, 0.138], [-2.500, -3.423, 1.304], [-2.715, -1.888, 0.463], [-4.753, -3.110, 2.384], [-4.870, -1.522, 1.637], [-4.151, -1.391, 3.993], [-2.778, -2.444, 3.657], [-1.789, -0.726, 2.180], [-2.027, -0.147, 3.819], [-3.822, 0.481, 1.438], [-4.143, 0.985, 3.098], [-3.076, 2.806, 1.830], [-2.034, 2.258, 3.156], [-2.549, 2.097, -1.850], [-3.260, 0.804, -0.889], [-3.402, 2.474, -0.336], [0.758, 0.800, -2.923], [4.031, 0.262, -4.855], [2.408, 0.931, -5.102], [2.620, -0.794, -4.794], [5.695, 0.226, -3.122], [5.783, 0.478, -1.366], [6.462, -1.807, -1.839], [4.997, -2.107, -2.805], [4.777, -1.390, -0.109], [1.963, 1.143, 1.287]],
  "mulliken_charge": [-1.0604, -0.3743, -0.9975, -0.3304, -0.2626, -1.7982, 0.3925, 1.0179, -1.4447, -0.4999, 0.5940, 0.2902, -0.8545, 0.9366, -1.4355, -0.1296, -1.3912, -0.4219, -0.5147, 1.1034, -0.8826, 0.0509, 0.2334, -0.7169, 0.3718, 0.3057, 0.1623, 0.3612, 0.2807, 0.3381, 0.3722, 0.1895, 0.3668, 0.1228, 0.4154, 0.3918, 0.4292, 0.4709, 0.2068, 0.3851, 0.2965, 0.3464, 0.4358, 0.3109, 0.3925, 0.3460, 0.3008, 0.3256, 0.3346, 0.2369],
  "smiles": "CCCCCCc1c(C)nc(-n2[nH]c(C)c(CCO)c2=O)[nH]c1=O",
  "homo_energy_ev": -8.419,
  "relative_energy_kcal_mol": 15.52,
  "lumo_energy_ha": 0.01811,
  "total_charge": 0,
  "e_tot_ev": -30154.977
}

Entry 3:
{
  "formula": "C32H49Cl18F17N",
  "method": "wB97M-V/def2-TZVPD",
  "symbols": ["F", "C", "F", "F", "C", "F", "F", "C", "F", "F", "C", "F", "F", "C", "F", "F", "C", "F", "F", "C", "F", "F", "C", "F", "F", "C", "C", "N", "C", "C", "C", "C", "H", "H", "H", "H", "H", "H", "H", "H", "H", "H", "H", "H", "H", "Cl", "C", "C", "Cl", "H", "H", "H", "H", "Cl", "C", "C", "Cl", "H", "H", "H", "H", "Cl", "C", "C", "Cl", "H", "H", "H", "H", "Cl", "C", "C", "Cl", "H", "H", "H", "H", "Cl", "C", "C", "Cl", "H", "H", "H", "H", "Cl", "C", "C", "Cl", "H", "H", "H", "H", "Cl", "C", "C", "Cl", "H", "H", "H", "H", "Cl", "C", "C", "Cl", "H", "H", "H", "H", "Cl", "C", "C", "Cl", "H", "H", "H", "H"],
  "coordinates": [[-1.358, 5.810, -0.983], [-1.607, 5.081, 0.111], [-0.629, 4.238, 0.393], [-1.669, 5.937, 1.141], [-2.974, 4.352, 0.084], [-3.111, 3.801, 1.316], [-3.973, 5.244, -0.063], [-3.124, 3.164, -0.913], [-4.365, 2.676, -0.695], [-2.256, 2.185, -0.583], [-3.028, 3.513, -2.439], [-3.986, 2.821, -3.087], [-3.298, 4.821, -2.633], [-1.642, 3.206, -3.095], [-0.628, 3.388, -2.227], [-1.470, 4.092, -4.090], [-1.531, 1.793, -3.737], [-2.134, 0.846, -2.986], [-2.203, 1.843, -4.906], [-0.072, 1.365, -4.072], [-0.154, 0.531, -5.134], [0.678, 2.404, -4.450], [0.639, 0.572, -2.919], [0.130, 0.879, -1.710], [1.936, 1.002, -2.904], [0.697, -0.922, -3.143], [1.393, -1.592, -1.952], [0.748, -2.892, -1.619], [1.270, -4.139, -2.222], [0.185, -5.125, -1.768], [-0.184, -4.600, -0.335], [0.613, -3.280, -0.189], [-0.302, -1.311, -3.329], [1.314, -1.105, -4.014], [2.423, -1.799, -2.265], [1.439, -0.954, -1.079], [-0.221, -2.876, -1.948], [2.169, -4.455, -1.700], [1.521, -4.099, -3.273], [-0.652, -4.994, -2.453], [0.501, -6.155, -1.845], [-0.050, -5.287, 0.481], [-1.219, -4.279, -0.435], [0.178, -2.507, 0.427], [1.592, -3.584, 0.168], [4.323, -1.502, -3.202], [5.326, -2.269, -4.473], [4.486, -3.158, -5.345], [3.905, -4.581, -4.440], [6.125, -2.817, -3.982], [5.766, -1.468, -5.058], [5.070, -3.524, -6.187], [3.620, -2.626, -5.732], [-2.021, -4.774, 2.775], [-2.493, -3.293, 3.653], [-3.023, -2.230, 2.731], [-1.738, -1.554, 1.684], [-1.629, -2.939, 4.205], [-3.265, -3.580, 4.364], [-3.414, -1.400, 3.316], [-3.817, -2.606, 2.091], [1.948, -3.075, 4.814], [1.802, -2.548, 6.516], [0.392, -2.689, 7.022], [-0.717, -1.533, 6.232], [2.152, -1.521, 6.578], [2.464, -3.179, 7.105], [0.357, -2.485, 8.090], [0.006, -3.692, 6.850], [-0.028, 2.494, 5.700], [-0.579, 2.466, 7.395], [0.560, 2.261, 8.360], [1.252, 0.624, 8.227], [-1.323, 1.680, 7.491], [-1.056, 3.424, 7.592], [0.201, 2.374, 9.381], [1.360, 2.977, 8.194], [2.094, 8.974, 1.290], [1.702, 7.325, 0.749], [1.713, 6.329, 1.880], [3.358, 6.074, 2.518], [2.410, 7.053, -0.030], [0.705, 7.365, 0.312], [1.343, 5.367, 1.532], [1.086, 6.655, 2.706], [0.726, -5.048, -6.155], [0.212, -6.751, -6.298], [0.058, -7.400, -4.947], [1.619, -7.597, -4.108], [0.944, -7.266, -6.913], [-0.744, -6.757, -6.818], [-0.372, -8.393, -5.064], [-0.593, -6.815, -4.302], [-1.155, -5.895, 7.093], [-0.952, -6.744, 8.651], [-0.654, -5.798, 9.784], [0.962, -5.058, 9.632], [-0.160, -7.478, 8.528], [-1.885, -7.270, 8.846], [-0.666, -6.342, 10.726], [-1.387, -4.997, 9.838], [-7.101, 7.162, -3.234], [-5.563, 7.294, -2.347], [-5.340, 8.677, -1.790], [-5.052, 9.877, -3.073], [-4.762, 7.006, -3.023], [-5.605, 6.574, -1.531], [-4.457, 8.675, -1.151], [-6.191, 9.010, -1.203], [5.319, 1.035, -5.619], [4.727, 2.388, -4.613], [4.131, 3.492, -5.446], [5.360, 4.341, -6.413], [5.560, 2.744, -4.014], [3.970, 1.979, -3.947], [3.671, 4.231, -4.792], [3.373, 3.112, -6.126]],
  "mulliken_charge": [-0.1965, 0.6072, -0.2547, -0.2518, 0.5604, -0.2997, -0.2211, 0.5173, -0.3167, -0.1780, 0.5386, -0.3033, -0.2359, 0.5169, -0.2638, -0.3372, 0.6212, -0.2452, -0.3222, 0.7898, -0.3494, -0.2453, 0.4517, -0.2103, -0.4201, -0.6275, -0.0558, 0.5136, -0.3013, -0.7345, -0.4715, -0.3640, 0.5398, 0.4075, -0.9706, 0.4962, 0.3417, 0.2327, 0.0774, 0.2565, 0.3574, 0.4296, 0.2281, -0.0107, 0.3718, -0.1212, -0.2554, -0.5613, -0.0986, 0.3477, 0.1543, 0.4248, 0.2442, -0.1942, -0.0243, -0.5633, -0.1114, -0.1857, 0.3939, 0.3506, 0.3576, -0.1933, -0.3720, 0.0727, -0.1571, 0.2312, 0.3152, 0.4176, -0.2787, -0.1647, -0.4804, -0.5037, -0.1413, 0.2933, 0.3481, 0.3074, 0.3381, -0.1852, -0.1617, -0.1074, -0.2003, 0.3782, -0.0035, -0.0698, 0.3604, -0.1247, -0.5165, -0.3837, -0.1666, 0.3308, 0.3284, 0.3924, 0.1892, -0.1539, -0.4821, -0.5071, -0.1707, 0.3227, 0.3087, 0.3668, 0.3140, -0.1882, 0.0063, -0.3839, -0.1848, 0.1663, 0.0185, 0.2464, 0.3659, -0.2113, 0.1330, -0.3443, -0.1795, 0.3754, -0.2754, 0.3079, 0.2304],
  "homo_energy_ev": -11.898,
  "relative_energy_kcal_mol": 10.26,
  "lumo_energy_ha": -0.08162,
  "total_charge": 1,
  "e_tot_ev": -307066.443
}